(1)
{
  "formula": "C19H35Br4F3O9P",
  "method": "ωB97M-V/def2-TZVPD",
  "elements": ["C", "C", "Br", "C", "Br", "P", "C", "C", "C", "F", "Br", "C", "F", "F", "Br", "H", "H", "H", "H", "H", "H", "H", "H", "H", "H", "H", "C", "C", "O", "C", "O", "O", "C", "H", "H", "H", "H", "H", "H", "H", "H", "C", "C", "O", "C", "O", "O", "C", "H", "H", "H", "H", "H", "H", "H", "H", "C", "C", "O", "C", "O", "O", "C", "H", "H", "H", "H", "H", "H", "H", "H"],
  "xyz": [[2.011, -1.011, -3.334], [1.855, -0.071, -2.199], [3.517, 0.342, -1.336], [0.757, 0.448, -1.764], [-0.840, -0.118, -2.705], [0.437, 1.701, -0.309], [-0.056, 2.879, 1.128], [0.916, 4.026, 1.496], [1.114, 5.171, 0.528], [0.936, 6.326, 1.211], [-0.282, 5.240, -0.855], [2.537, 5.320, -0.162], [3.067, 6.454, 0.250], [2.457, 5.434, -1.458], [3.819, 3.939, 0.198], [1.764, -2.009, -2.998], [1.403, -0.715, -4.165], [3.032, -1.017, -3.683], [-0.457, 0.686, 0.279], [1.513, 1.142, 0.504], [1.331, 2.689, -0.919], [-0.676, 2.234, -1.109], [-0.061, 2.253, 2.017], [-1.064, 3.248, 1.036], [0.485, 4.480, 2.375], [1.835, 3.558, 1.816], [-1.126, -5.559, 0.651], [0.000, -4.817, 1.341], [-0.148, -3.401, 1.219], [-1.038, -2.835, 2.033], [-1.709, -3.412, 2.862], [-1.067, -1.536, 1.773], [-2.037, -0.797, 2.515], [-1.213, -5.235, -0.387], [-0.943, -6.634, 0.672], [-2.080, -5.362, 1.138], [0.950, -5.052, 0.864], [0.083, -5.096, 2.391], [-1.932, -0.977, 3.583], [-3.039, -1.063, 2.182], [-1.860, 0.254, 2.308], [-5.325, 2.562, -7.519], [-5.694, 2.157, -6.106], [-4.569, 2.221, -5.226], [-4.233, 3.446, -4.807], [-4.813, 4.469, -5.088], [-3.167, 3.337, -4.027], [-2.645, 4.579, -3.545], [-4.483, 1.968, -7.876], [-6.172, 2.415, -8.191], [-5.030, 3.610, -7.560], [-6.019, 1.118, -6.090], [-6.510, 2.766, -5.716], [-3.421, 5.166, -3.060], [-2.206, 5.143, -4.367], [-1.869, 4.342, -2.822], [5.671, -4.803, 4.369], [5.076, -3.435, 4.108], [3.681, -3.516, 3.793], [2.861, -3.692, 4.829], [3.186, -3.765, 5.989], [1.617, -3.760, 4.360], [0.611, -4.010, 5.345], [5.472, -5.471, 3.530], [6.749, -4.728, 4.512], [5.237, -5.255, 5.260], [5.545, -2.984, 3.236], [5.231, -2.763, 4.951], [0.673, -3.294, 6.161], [0.705, -5.027, 5.726], [-0.348, -3.902, 4.845]],
  "forces_ev_per_a": [[0.8, -0.1, 0.1], [1.2, -0.6, -0.8], [0.2, 0.1, 0.1], [-1.4, 0.8, 0.8], [0.0, 0.2, 0.3], [-1.4, 0.3, 0.5], [1.0, 0.0, 0.1], [-1.1, -0.9, 0.0], [0.0, -0.6, -0.4], [0.0, 0.9, 0.6], [0.1, 0.0, 0.1], [-0.5, -0.6, 0.6], [0.7, 1.3, 0.8], [-0.3, -0.1, -1.9], [0.3, -0.5, 0.2], [-0.2, -0.4, -0.2], [-0.6, 0.0, -0.4], [0.4, -0.1, -0.1], [-0.2, 0.0, -0.2], [0.2, 0.1, -0.1], [0.3, 0.0, 0.0], [0.1, -0.1, -0.1], [0.0, -0.3, 0.2], [-0.5, 0.2, -0.3], [0.0, 0.5, 0.4], [0.5, 0.2, -0.2], [-0.2, 0.1, 0.0], [0.0, -0.4, 0.0], [0.0, 0.0, 0.1], [0.0, 0.1, -0.1], [0.1, 0.0, 0.0], [0.0, -0.1, 0.1], [-0.1, 0.2, 0.1], [0.1, 0.0, 0.0], [0.0, 0.0, 0.0], [0.0, 0.0, 0.1], [0.0, 0.2, 0.0], [-0.1, 0.1, 0.0], [0.0, -0.1, 0.0], [0.0, -0.1, 0.1], [0.2, -0.1, -0.2], [0.2, 0.1, 0.0], [-0.2, 0.0, -0.2], [0.0, 0.0, 0.1], [0.0, 0.0, 0.1], [0.0, -0.1, 0.0], [-0.1, 0.0, -0.1], [0.2, 0.2, 0.1], [-0.1, -0.1, 0.0], [0.0, 0.0, 0.0], [-0.1, 0.0, 0.0], [0.1, 0.0, 0.1], [0.1, 0.1, 0.0], [-0.1, 0.0, -0.1], [-0.1, 0.0, 0.0], [-0.1, -0.3, -0.1], [-0.2, -0.2, 0.1], [0.4, 0.0, 0.0], [-0.1, 0.0, 0.0], [0.0, 0.1, 0.0], [0.0, 0.0, -0.1], [0.0, 0.0, 0.0], [-0.3, 0.0, 0.1], [0.1, 0.1, -0.1], [0.0, 0.0, 0.0], [0.0, 0.1, 0.0], [-0.2, 0.0, -0.1], [-0.1, -0.1, 0.1], [0.1, 0.0, 0.0], [0.1, 0.0, 0.1], [0.1, 0.0, -0.2]],
  "mulliken_charge": [-1.445, 0.504, -0.232, -0.396, -0.244, 1.639, -1.060, -1.218, 0.737, -0.362, -0.101, 0.594, -0.257, -0.225, -0.141, 0.266, 0.430, 0.383, -0.619, -0.172, -0.140, -0.483, 0.354, 0.602, 0.338, 0.422, -1.215, 0.061, -0.283, 0.701, -0.638, -0.131, -0.602, 0.295, 0.392, 0.308, 0.376, 0.041, 0.305, 0.323, 0.048, -1.096, -0.190, -0.317, 0.687, -0.587, -0.251, -0.332, 0.288, 0.352, 0.310, 0.293, 0.312, 0.334, 0.321, -0.260, -1.108, -0.222, -0.297, 0.620, -0.584, -0.153, -0.688, 0.286, 0.367, 0.310, 0.317, 0.311, 0.360, 0.299, 0.160],
  "orbital_gap_ev": 6.43,
  "spin_multiplicity": 1,
  "charge": -1
}



(2)
{
  "formula": "C7H14O2",
  "method": "ωB97M-V/def2-TZVPD",
  "elements": ["C", "C", "C", "C", "C", "C", "C", "O", "H", "H", "H", "H", "H", "H", "H", "H", "H", "H", "H", "H", "O", "H", "H"],
  "xyz": [[-2.019, 0.001, -1.568], [-1.174, -1.177, -2.053], [0.326, -0.896, -1.979], [0.771, -0.427, -0.609], [0.768, -1.217, 0.462], [1.136, -0.820, 1.826], [1.539, 0.401, 2.184], [1.840, 0.646, 3.493], [-3.075, -0.145, -1.773], [-1.739, 0.934, -2.069], [-1.870, 0.157, -0.499], [-1.454, -1.420, -3.082], [-1.459, -2.070, -1.492], [0.597, -0.174, -2.749], [0.910, -1.784, -2.250], [1.070, 0.614, -0.569], [0.494, -2.262, 0.366], [1.030, -1.555, 2.614], [1.665, 1.243, 1.523], [1.988, 1.586, 3.636], [-0.072, 2.812, 1.594], [-0.604, 3.437, 1.108], [-0.669, 2.116, 1.887]],
  "forces_ev_per_a": [[0.2, 0.2, -0.1], [-0.4, 0.1, -0.3], [0.3, -0.5, 0.1], [-0.2, -0.2, -0.6], [0.3, 0.3, 0.2], [-0.1, 0.5, -0.1], [0.1, -0.5, 0.4], [0.0, 0.1, 0.2], [-0.2, -0.1, 0.1], [0.1, -0.1, 0.0], [-0.1, 0.0, 0.0], [0.1, 0.1, -0.1], [0.2, 0.0, 0.2], [-0.1, 0.3, 0.1], [-0.3, -0.1, 0.1], [0.0, 0.0, 0.4], [-0.1, 0.0, -0.2], [0.1, -0.1, 0.0], [0.0, 0.0, -0.2], [0.0, 0.0, -0.1], [0.3, -0.2, 0.2], [-0.3, 0.2, -0.2], [0.0, 0.0, -0.1]],
  "mulliken_charge": [-1.097, -0.368, -0.892, -0.435, 0.158, -0.489, -0.352, -0.538, 0.372, 0.291, 0.233, 0.364, 0.285, 0.363, 0.304, 0.282, 0.335, 0.333, 0.482, 0.347, -0.592, 0.282, 0.331],
  "orbital_gap_ev": 8.37,
  "spin_multiplicity": 1,
  "smiles": "CCC/C=C/C=C/O.O",
  "e_above_lowest_kj_mol": 148.5,
  "charge": 0
}



(3)
{
  "formula": "C16H49O11Ti",
  "method": "ωB97M-V/def2-TZVPD",
  "elements": ["Ti", "C", "C", "O", "O", "H", "H", "H", "C", "O", "H", "H", "H", "H", "C", "O", "H", "H", "H", "H", "C", "O", "H", "H", "H", "H", "C", "O", "H", "H", "H", "H", "C", "C", "O", "H", "H", "H", "H", "H", "H", "C", "C", "O", "H", "H", "H", "H", "H", "H", "C", "C", "O", "H", "H", "H", "H", "H", "H", "C", "C", "O", "H", "H", "H", "H", "H", "H", "C", "C", "O", "H", "H", "H", "H", "H", "H"],
  "xyz": [[0.795, 0.699, 4.437], [1.099, 0.626, 0.420], [0.416, 0.450, 1.765], [0.669, -0.638, 2.375], [-0.315, 1.347, 2.241], [0.869, -0.193, -0.254], [2.181, 0.617, 0.572], [0.883, 1.589, -0.042], [-0.641, 3.391, -2.551], [-1.783, 2.880, -3.231], [0.264, 3.400, -3.162], [-0.817, 4.413, -2.205], [-0.355, 2.735, -1.718], [-2.402, 2.731, -2.508], [-1.902, -0.811, 4.771], [-0.885, -0.357, 5.657], [-2.683, -0.085, 4.533], [-1.477, -1.011, 3.784], [-2.335, -1.745, 5.130], [-1.229, -0.316, 6.554], [3.747, -2.851, 2.222], [3.826, -1.455, 1.968], [4.639, -3.338, 1.821], [3.711, -3.054, 3.298], [2.898, -3.330, 1.724], [2.931, -1.121, 2.104], [-3.913, 1.057, 1.835], [-2.785, 0.879, 0.998], [-3.921, 0.340, 2.660], [-3.963, 2.073, 2.235], [-4.788, 0.919, 1.201], [-1.958, 1.073, 1.488], [-0.596, -3.745, 0.520], [-0.860, -3.827, 2.013], [0.363, -3.538, 2.711], [0.028, -4.555, 0.139], [-0.060, -2.823, 0.282], [-1.525, -3.742, -0.061], [-1.233, -4.820, 2.257], [-1.562, -3.059, 2.352], [0.525, -2.592, 2.626], [2.088, -2.851, -2.052], [1.141, -3.651, -2.948], [0.940, -2.987, -4.193], [2.412, -3.410, -1.173], [1.592, -1.965, -1.642], [2.944, -2.468, -2.607], [0.171, -3.790, -2.463], [1.545, -4.640, -3.170], [0.064, -2.569, -4.144], [-1.471, -0.555, -1.726], [-1.218, -0.645, -3.226], [-1.666, -1.914, -3.709], [-2.522, -0.675, -1.450], [-1.218, 0.437, -1.345], [-0.913, -1.329, -1.196], [-0.164, -0.444, -3.417], [-1.785, 0.132, -3.748], [-2.623, -1.934, -3.695], [3.467, 2.299, -2.025], [3.266, 1.010, -2.812], [3.090, 1.354, -4.178], [3.456, 2.141, -0.950], [2.660, 2.982, -2.303], [4.367, 2.818, -2.359], [2.353, 0.541, -2.420], [4.085, 0.294, -2.707], [2.990, 0.546, -4.690], [-1.912, 5.647, 0.558], [-1.773, 4.270, 1.179], [-0.780, 4.279, 2.200], [-0.962, 6.090, 0.264], [-2.439, 6.320, 1.237], [-2.494, 5.570, -0.363], [-1.419, 3.602, 0.386], [-2.703, 3.893, 1.602], [-0.426, 3.389, 2.326]],
  "forces_ev_per_a": [[-0.9, -0.6, -0.8], [0.2, 0.5, 0.1], [0.8, -1.0, -1.1], [0.2, 0.7, 0.9], [0.2, 0.5, 1.1], [-0.1, -0.1, 0.0], [0.0, -0.2, 0.1], [-0.3, -0.1, 0.0], [0.6, -0.1, 0.2], [0.4, 0.0, 0.4], [-0.4, 0.0, -0.6], [0.0, -0.1, 0.2], [-0.2, 0.2, 0.2], [-0.3, -0.1, -0.3], [-0.6, -0.6, -1.1], [0.5, 0.4, -0.2], [0.1, 0.2, 0.7], [0.5, -0.1, 0.3], [0.0, 0.1, 0.1], [0.0, 0.1, 0.0], [0.3, -0.4, -0.1], [-0.3, -0.1, -0.1], [0.1, 0.3, 0.1], [-0.1, -0.1, -0.1], [-0.1, 0.2, 0.2], [0.0, 0.1, 0.0], [0.3, 0.2, -0.3], [0.3, 0.0, 0.1], [-0.2, 0.0, 0.0], [0.0, 0.0, 0.1], [-0.1, -0.2, 0.2], [-0.6, 0.0, -0.1], [-0.3, 0.3, -0.4], [1.0, 0.9, -0.2], [-0.3, -0.9, 0.3], [0.0, -0.2, 0.3], [-0.1, 0.1, 0.1], [0.0, 0.0, 0.1], [0.2, 0.0, 0.4], [-0.5, -0.2, -0.3], [0.0, 0.1, -0.1], [-0.4, 0.2, 0.3], [0.2, 0.3, -0.1], [-0.2, 0.2, 0.2], [0.2, -0.2, -0.2], [-0.2, 0.0, -0.1], [0.1, -0.3, -0.1], [0.1, -0.1, 0.1], [0.1, 0.0, 0.1], [0.2, -0.3, -0.2], [-0.1, 0.3, 0.0], [-1.3, 0.7, 0.8], [1.0, -0.2, -0.3], [0.0, -0.1, -0.3], [0.2, -0.1, 0.0], [0.1, 0.1, 0.0], [0.0, -0.6, -0.4], [0.2, 0.1, 0.1], [-0.1, 0.1, 0.0], [0.0, 0.1, -0.9], [-0.4, 0.1, 0.4], [0.0, 0.1, -0.1], [0.2, 0.0, 0.0], [-0.2, -0.1, 0.2], [0.2, -0.2, 0.3], [0.0, -0.2, -0.1], [0.1, 0.1, 0.2], [0.0, 0.0, 0.0], [-0.5, 0.0, 0.1], [1.1, -0.3, -0.4], [0.1, 0.4, 0.3], [0.2, -0.2, 0.3], [0.1, 0.1, -0.1], [-0.2, 0.0, 0.1], [-0.3, -0.2, 0.1], [-0.3, 0.1, -0.2], [-0.3, 0.0, -0.2]],
  "mulliken_charge": [0.249, 0.113, 0.272, 0.032, -0.665, -0.639, 0.479, 0.107, -0.104, -0.543, 0.283, 0.329, -0.271, 0.326, -0.184, -0.498, 0.341, -0.182, 0.356, 0.271, -0.466, -0.566, 0.285, 0.272, 0.110, 0.242, -0.697, -0.288, 0.170, 0.253, 0.270, 0.118, -0.404, -0.348, -0.518, 0.299, -0.220, 0.424, 0.363, 0.070, 0.273, -0.174, -0.265, -0.623, 0.266, -0.422, 0.364, 0.161, 0.407, 0.317, 0.405, -0.276, -0.660, 0.530, -0.250, -0.452, 0.114, 0.343, 0.340, -1.025, 0.466, -0.569, 0.289, 0.137, 0.348, -0.236, 0.341, 0.311, -1.375, 0.934, -0.575, 0.333, 0.352, 0.348, -0.233, -0.062, 0.382],
  "orbital_gap_ev": [6.34, 9.13],
  "spin_multiplicity": 4,
  "e_above_lowest_kj_mol": 0.0,
  "charge": 0
}



The calculation returns the following molar mass values, one per record and in order: 815.1 130.2 465.4 g mol⁻¹.